DFT (the ωB97M-V functional and the def2-TZVPD basis) results for one molecule with the formula C23H30N4O5S in a non-equilibrium geometry.

Each line ends with the Löwdin charge.
Element x y z (Å)
H: -2.830 1.295 -0.388  0.092
C: 5.269 -1.050 -0.670  -0.077
C: 1.717 3.663 -0.651  -0.150
H: -3.003 -2.985 -0.822  0.110
N: 0.796 1.410 -1.073  0.077
C: -4.630 2.012 1.533  -0.095
N: -3.558 -0.566 0.253  -0.049
H: -0.492 -2.402 1.682  0.099
C: -3.924 -2.530 -1.191  -0.231
H: 3.617 4.045 0.286  0.126
C: -0.274 1.370 -0.206  -0.432
S: 2.304 -2.275 -0.610  1.111
H: -5.429 -1.176 -0.428  0.120
H: 1.430 -3.971 0.886  0.071
H: -1.083 -0.122 2.444  0.148
C: 1.254 -2.965 0.559  -0.357
H: 1.759 4.656 -1.101  0.117
C: 0.264 -2.130 0.969  -0.084
C: 1.396 -0.803 -0.571  -0.361
H: -5.059 2.365 -0.543  0.111
H: 5.073 1.698 0.126  0.148
C: -2.640 -0.852 1.192  -0.431
C: 3.131 2.022 0.680  -0.488
H: 4.706 -0.522 -1.413  0.087
O: 6.083 -1.697 1.300  0.046
O: -2.648 -1.911 1.800  0.039
H: -4.681 -2.220 0.802  0.127
C: 3.124 3.228 -0.248  -0.097
H: 0.124 3.132 -2.004  0.128
H: -3.925 0.466 -1.496  0.127
H: -4.501 -4.250 -2.358  0.069
H: -3.763 2.668 1.541  0.073
N: 4.332 1.408 0.744  0.083
C: 1.073 2.713 -1.662  -0.114
O: -1.022 2.322 -0.080  0.062
H: -5.815 0.914 0.116  0.098
H: 1.084 3.712 0.236  0.112
H: -1.926 1.187 1.581  0.114
O: 2.690 0.557 -2.009  0.057
C: -4.902 1.513 0.120  -0.217
H: 6.396 -2.596 -1.816  0.101
C: 1.724 0.394 -1.286  -0.443
H: 3.568 -0.157 1.826  0.130
C: 6.149 -2.142 -0.879  -0.063
H: -3.675 -1.926 -2.067  0.107
H: -4.448 1.177 2.207  0.073
C: -4.493 -1.626 -0.095  -0.162
H: 3.711 2.995 -1.138  0.118
H: -5.156 -4.236 -0.720  0.074
C: -3.733 0.692 -0.443  -0.154
O: 2.178 1.659 1.342  0.076
H: 5.151 0.406 2.399  0.136
C: -4.918 -3.615 -1.580  -0.108
N: -0.502 0.194 0.472  0.075
H: -5.485 2.571 1.906  0.072
C: -1.536 0.174 1.493  -0.007
C: 5.262 -0.825 0.675  -0.280
H: 7.287 -3.257 0.675  0.117
H: 1.737 2.541 -2.511  0.127
H: -5.840 -3.175 -1.953  0.071
C: 4.554 0.198 1.501  -0.085
C: 0.337 -0.877 0.315  -0.220
C: 6.609 -2.493 0.350  -0.122

Relative energy (zero: lowest compared OMol25 entry of this formula, charge and spin) (kJ/mol): 19.2
SMILES string: CCCN(CCC)C(=O)Cn1c(=O)n(CCCC(=O)NCc2ccco2)c(=O)c2sccc21
LUMO energy (eV): 0.51
Multiplicity: 1
E (a.u.): -1887.93879
Orbital gap (Eh): 0.324